(1)
{"formula": "C9H17BNO8P", "method": "ωB97M-V/def2-TZVPD", "e_lumo_ev": 0.21, "smiles": "COB(O)[C@H](OC(=O)C[C@@H]1CO1)[PH2]=N.O=C1OCCO1", "gap_ev": 8.34, "symbols": ["P", "O", "O", "O", "O", "O", "O", "O", "O", "N", "C", "C", "C", "C", "C", "C", "C", "C", "C", "B", "H", "H", "H", "H", "H", "H", "H", "H", "H", "H", "H", "H", "H", "H", "H", "H", "H"], "positions_angstrom": [[-0.22743, 1.65775, -0.04851], [0.76057, -2.60794, -3.96711], [-2.97700, -0.10014, -2.88815], [2.46877, 3.23968, 1.94368], [-1.83262, -2.13382, -0.29179], [3.13720, 2.51220, 3.96710], [-0.82233, -0.79725, 1.40453], [1.48538, 1.45582, 2.89625], [-0.87233, 0.13712, -2.08896], [-0.17101, 2.97566, -0.90309], [0.81817, -1.90693, -5.29091], [1.82509, 0.63090, 4.01354], [0.25093, -1.34475, -4.03548], [-1.78603, -0.36683, -2.94159], [2.37510, 2.48249, 2.84599], [-1.36691, 0.37638, -0.77578], [-1.26164, -1.27422, -4.02253], [-1.66865, -1.28074, 2.45300], [2.57946, 1.59157, 4.90789], [-1.35277, -0.91380, 0.15291], [1.92105, 2.13664, 5.58678], [-2.79347, -2.09688, -0.29929], [-2.71617, -1.20126, 2.18556], [-1.52249, -0.68994, 3.34906], [0.78985, -0.54456, -3.58000], [-2.35161, 0.84380, -0.73707], [1.88382, -2.00693, -5.40532], [3.36385, 1.10947, 5.48517], [-1.39357, -2.30213, 2.69101], [-1.53881, -0.91430, -5.00337], [-1.60271, -2.29289, -3.89267], [-0.78324, 1.95518, 1.20950], [2.44707, -0.19565, 3.66556], [0.19806, -2.50472, -5.93767], [0.78542, 3.12030, -1.20078], [0.92999, 0.22829, 4.48085], [1.02103, 1.02246, 0.07168]], "forces_ev_per_a": [[-0.253, 1.393, -1.160], [0.033, -0.891, 0.693], [1.370, -0.372, 0.491], [0.018, 0.164, -0.263], [-0.265, 0.330, 0.543], [-0.111, -0.122, 0.005], [-0.547, 0.637, 0.236], [0.080, -0.011, 0.182], [-0.402, -0.851, -0.210], [0.236, -0.491, 0.160], [0.728, -2.120, 1.877], [-0.054, -0.186, 0.062], [-0.387, 0.354, -1.696], [-2.303, 0.316, -0.679], [0.030, -0.060, 0.103], [1.022, 0.537, 1.523], [1.473, 0.818, 0.338], [0.587, -0.406, 0.178], [0.013, -0.052, 0.183], [0.342, -0.354, -0.577], [-0.029, 0.005, -0.039], [-0.222, -0.325, -0.569], [-0.215, -0.169, -0.060], [0.199, 0.326, 0.014], [0.354, 0.345, 0.481], [-0.153, 0.105, -0.375], [0.205, 1.203, -1.098], [0.132, 0.101, -0.096], [-0.219, -0.268, -0.022], [-0.690, 0.199, -0.008], [-0.445, -0.086, 0.167], [0.058, -0.737, 0.136], [0.032, 0.030, -0.008], [-0.256, 0.524, -0.614], [-0.028, 0.326, -0.244], [-0.106, 0.088, -0.128], [-0.227, -0.301, 0.473]]}

---

(2)
{"formula": "C9H17BiN2", "method": "ωB97M-V/def2-TZVPD", "e_lumo_ev": [-8.62, -8.45], "gap_ev": [6.17, 6.33], "e_above_lowest_ev": 3.721, "charge": 2, "symbols": ["Bi", "N", "N", "C", "C", "C", "C", "C", "C", "C", "C", "C", "H", "H", "H", "H", "H", "H", "H", "H", "H", "H", "H", "H", "H", "H", "H", "H", "H"], "positions_angstrom": [[0.52219, 0.20748, 0.06629], [-0.65736, -1.71327, 0.06085], [-1.57254, 0.95130, 0.23413], [-2.39920, -0.15821, 0.68711], [1.15756, -0.43560, -2.03560], [1.09720, 1.80800, -1.40293], [0.37641, 0.77399, -2.07781], [0.88505, 0.83828, 2.06012], [1.28673, -0.51638, 1.91399], [2.32646, -0.16994, -1.28930], [2.27689, 1.20586, -0.86530], [-2.05842, -1.37523, -0.16007], [0.79942, 2.84184, -1.30439], [-1.66846, 1.76541, 0.88191], [-3.47505, 0.10372, 0.58296], [-0.34381, -2.38657, -0.67419], [0.68890, -1.31091, 2.35113], [3.03834, 1.71031, -0.28468], [0.88181, -1.38366, -2.47647], [1.63090, 1.62969, 2.06699], [3.10975, -0.87743, -1.05422], [-0.02244, 1.07814, 2.60734], [2.34082, -0.76047, 1.80216], [-0.57103, 0.89046, -2.58781], [-0.60763, -2.21782, 0.97184], [-2.18989, -0.38061, 1.75718], [-2.22672, -1.12864, -1.23193], [-2.70767, -2.23851, 0.10710], [-1.91823, 1.24880, -0.70639]], "forces_ev_per_a": [[-2.858, -1.269, 2.833], [-1.162, -3.435, -0.034], [-2.798, 2.151, -0.193], [-1.392, -0.668, 0.559], [0.634, 0.396, -2.188], [1.303, 0.704, -1.925], [0.581, 0.405, -2.718], [0.154, 2.779, 3.565], [2.227, -2.874, 3.356], [1.517, 0.812, -1.411], [2.133, 0.800, -2.192], [-1.578, -0.350, -0.388], [-0.030, -0.031, 0.093], [0.034, -0.642, -0.758], [0.623, -0.371, 0.248], [-0.204, 0.520, 0.859], [0.126, 0.123, 0.111], [-0.065, -0.030, -0.046], [0.018, 0.087, -0.026], [-0.018, -0.098, 0.163], [-0.048, 0.049, 0.040], [0.101, -0.048, 0.109], [-0.041, 0.036, 0.197], [0.129, -0.004, -0.059], [0.192, 0.292, -0.919], [-0.165, 0.280, -0.541], [0.125, -0.292, 0.551], [0.227, 0.683, -0.303], [0.234, -0.003, 1.018]]}

---

(3)
{"formula": "C9H17Br4IN", "method": "ωB97M-V/def2-TZVPD", "e_lumo_ev": -5.24, "gap_ev": 7.41, "charge": 1, "symbols": ["I", "Br", "Br", "Br", "Br", "N", "C", "C", "C", "C", "C", "C", "C", "C", "C", "H", "H", "H", "H", "H", "H", "H", "H", "H", "H", "H", "H", "H", "H", "H", "H", "H"], "positions_angstrom": [[2.04016, -0.47536, 0.79362], [-1.55981, -1.18664, -3.81092], [2.23543, 1.52398, 5.96766], [4.01922, 3.53783, 4.26047], [1.08922, 2.78144, 3.27852], [0.30439, -0.11715, -0.38837], [1.01784, -1.49434, -2.43516], [-1.50508, 1.65248, -0.59170], [-0.15318, 1.27129, 0.00249], [-0.66800, -1.21330, -0.03852], [-2.64593, -0.76082, 1.37345], [-1.32360, -0.99363, 1.29525], [2.66871, 2.17508, 4.21402], [-0.16970, -2.27309, -3.02153], [0.74023, -0.13023, -1.83496], [0.60794, 1.93712, -0.40110], [1.75759, -1.34809, -3.21948], [-3.31593, -1.17983, 0.62969], [1.67146, 0.43101, -1.86024], [3.06970, 1.34372, 3.65272], [-0.09049, 1.36743, 1.07940], [-0.73983, -1.02133, 2.20919], [0.20285, -2.92198, -3.80727], [-0.10925, -2.14804, -0.03626], [-2.12694, 0.80835, -0.87192], [-3.08419, -0.18034, 2.17427], [0.01795, 0.46368, -2.39006], [-1.42638, -1.26934, -0.81644], [-2.07368, 2.27807, 0.08975], [-1.34492, 2.23241, -1.49885], [1.50361, -2.14998, -1.71031], [-0.60939, -2.94042, -2.28740]], "forces_ev_per_a": [[0.049, -0.044, -0.049], [-0.027, -0.043, 0.061], [-0.008, 0.024, -0.071], [-0.069, -0.039, -0.014], [-0.022, 0.033, 0.016], [0.591, -0.031, 0.665], [-0.481, -0.087, -0.226], [0.123, 0.133, -0.472], [-0.141, 0.323, -0.387], [-0.434, -1.166, 0.501], [0.791, -0.272, -0.062], [-1.016, 0.429, -0.079], [0.095, 0.005, 0.105], [0.481, -0.406, 0.070], [0.487, 0.170, 0.045], [0.149, -0.020, 0.078], [-0.029, 0.164, -0.090], [-0.013, 0.851, -0.501], [-0.019, 0.150, 0.111], [-0.013, -0.004, -0.022], [-0.261, -0.252, 0.105], [0.352, 0.749, -0.158], [-0.058, 0.064, -0.154], [0.145, 0.042, -0.262], [-0.020, -0.097, 0.132], [-0.110, -0.824, 0.571], [-0.271, -0.283, -0.062], [0.013, 0.183, -0.118], [0.039, -0.031, 0.171], [-0.091, 0.038, -0.057], [0.097, 0.044, 0.092], [-0.327, 0.196, 0.061]]}